A structure of composition C17H23BiF5NO2P2, computed with ωB97M-V with the def2-TZVPD basis set.

Values from the calculation:
- gap between HOMO and LUMO (eV) = 7.984
- M (g/mol) = 639.3
- LUMO energy (eV) = -7.050
- energy above the lowest of the compared OMol25 structures with the same formula, charge and spin (kJ/mol) = 0.0

The geometry in ORCA input format:
```
! RIJCOSX wB97M-V def2-TZVPD def2/J DEFGRID3
* xyz 2 1
Bi 0.41566 0.04940 0.60752
P -2.03180 0.54494 1.58948
C -2.75041 -1.13562 1.46437
C -2.45529 -1.74901 0.11622
N -1.33106 -1.39078 -0.55814
C -1.15616 -1.89177 -1.80493
C -1.99449 -2.86388 -2.32528
C -3.09662 -3.31538 -1.59295
C -3.33086 -2.70853 -0.35659
C 0.00952 -1.46789 -2.66850
P 1.39191 -0.76691 -1.70553
H -4.16624 -2.99343 0.28196
H -1.74587 -3.28070 -3.29916
H -3.72670 -4.11635 -1.96094
H 0.37265 -2.36595 -3.20261
H -0.31709 -0.72930 -3.42519
H -2.32147 -1.78957 2.25506
H -3.84776 -1.05168 1.59757
H 2.36459 -2.76522 3.21345
O 1.44148 -3.13768 3.21492
H 1.56990 -4.00819 3.68115
H 4.60876 -0.69973 1.12631
O 4.87516 -1.60112 1.42967
H 5.85101 -1.55516 1.50361
C 2.44060 -2.19329 -1.34702
H 2.78145 -2.66040 -2.28380
H 3.30848 -1.88654 -0.74990
H 1.90115 -2.94355 -0.75697
C 2.31151 0.33005 -2.79518
H 3.13734 0.77614 -2.21802
H 2.71884 -0.21780 -3.65893
H 1.66764 1.14933 -3.14958
C -3.28023 1.63831 0.89100
H -4.22993 1.53005 1.43706
H -2.93458 2.67758 0.96876
H -3.45171 1.42534 -0.16973
C -2.00286 0.91310 3.35321
H -1.60857 1.93559 3.45798
H -3.02059 0.86235 3.77710
H -1.33557 0.22391 3.88765
F -1.14284 2.80107 -1.26431
C -0.04265 3.22801 -0.57703
C 0.74494 2.32322 0.13950
C 1.92274 2.81162 0.70357
F 2.77579 1.94476 1.33593
C 2.29913 4.14807 0.63623
F 3.43148 4.55618 1.25150
C 1.46170 5.04013 -0.04118
F 1.76405 6.35135 -0.07115
C 0.28866 4.58279 -0.64790
F -0.53479 5.44216 -1.29026
*
```



A cluster of 7 separate species, C17H23BrCl20INOPSi in total, computed with ωB97M-V with the def2-TZVPD basis set.

Values from the calculation:
- gap between HOMO and LUMO (eV) = 6.626
- M (g/mol) = 1232.3
- LUMO energy (eV) = -5.148
- energy above the lowest of the compared OMol25 structures with the same formula, charge and spin (kJ/mol) = 500.0

The geometry in ORCA input format:
```
! RIJCOSX wB97M-V def2-TZVPD def2/J DEFGRID3
* xyz 1 1
C -1.74574 -2.82490 2.08233
Si -2.18538 -1.63178 0.60904
C -4.06934 -1.74001 0.37912
C -1.45972 -2.46458 -0.99574
C -1.42265 0.05504 1.03162
C 0.15398 0.16996 0.93872
Cl 1.24951 -1.21539 0.49454
C 0.91704 1.52276 1.25098
Cl 2.71516 1.68645 1.12645
C 0.03110 2.70574 1.67944
N -1.42727 2.58140 1.79432
P -2.18223 4.13477 2.34959
O -3.52364 4.52560 1.31451
I -2.99869 3.86260 4.69292
C -2.16213 1.36005 1.49912
C -3.77099 1.32563 1.70212
C -4.59769 1.73276 0.38876
C -5.97631 2.42235 0.92075
Br -7.29965 2.48381 -0.56963
H -0.62638 -2.75336 2.33583
H -2.05280 -3.89658 1.83819
H -2.31091 -2.46707 3.02990
H -4.29076 -2.84034 0.08236
H -4.38128 -1.12981 -0.54822
H -4.71231 -1.54278 1.30005
H -2.24934 -3.05844 -1.56981
H -1.02154 -1.63699 -1.68117
H -0.55850 -3.13245 -0.71275
H 0.58047 3.68705 1.93665
H -3.11666 4.44562 0.41074
H -4.07925 2.09079 2.51779
H -4.04375 0.31104 2.15718
H -3.95469 2.46981 -0.20328
H -4.93142 0.87128 -0.27444
H -5.82118 3.49978 1.27305
H -6.37796 1.84860 1.84276
C -5.79436 -3.01053 -3.44513
Cl -5.66635 -4.25826 -2.19674
Cl -6.40127 -1.49774 -2.75333
Cl -4.22968 -2.75216 -4.22909
H -6.50281 -3.35096 -4.19813
C 4.90633 -1.19911 -0.83763
Cl 5.86834 0.23157 -1.23338
Cl 4.14787 -1.86100 -2.29315
Cl 5.90928 -2.42409 -0.04777
H 4.11993 -0.90232 -0.14585
C 8.14583 -4.03816 -2.53350
Cl 9.10500 -2.60439 -2.92809
Cl 7.38575 -4.69818 -3.98882
Cl 9.14985 -5.26488 -1.74551
H 7.36045 -3.74321 -1.84091
C 13.27850 -2.86789 -3.35528
Cl 13.39573 -1.31152 -2.52067
Cl 11.85671 -3.76416 -2.80179
Cl 13.22059 -2.63072 -5.10781
H 14.16604 -3.45143 -3.11789
C -0.37281 6.43140 6.49259
Cl -0.96498 7.86864 5.64826
Cl 0.71547 5.50204 5.44963
Cl 0.44211 6.88332 7.99482
H -1.22690 5.80417 6.74138
C -1.67226 1.19127 -3.54381
Cl -3.29358 0.64614 -3.09019
Cl -0.68039 1.45543 -2.10046
Cl -0.90089 0.02113 -4.62111
H -1.76460 2.13723 -4.07442
*
```



A structure of composition C17H23CaCl4F13MgN2O12PS4, computed with ωB97M-V with the def2-TZVPD basis set.

Values from the calculation:
- gap between HOMO and LUMO (eV) = 0.959
- M (g/mol) = 1059.8
- LUMO energy (eV) = -7.299

The geometry in ORCA input format:
```
! RIJCOSX wB97M-V def2-TZVPD def2/J DEFGRID3
* xyz 1 1
F -2.32488 4.58566 -2.15432
C -1.55545 3.41948 -2.72881
F -0.67795 2.95409 -1.59225
F -0.75696 3.98946 -3.85190
C -2.68179 2.31833 -3.18186
F -3.32823 1.72504 -1.97894
F -3.73340 3.09046 -3.94407
C -2.14120 1.13615 -4.17999
F -2.17256 1.55039 -5.63261
F -3.15855 0.02261 -4.08926
C -0.70770 0.46012 -3.73886
F -0.74710 0.09562 -2.27637
F 0.47823 1.32107 -3.95331
P -0.56026 -1.25221 -4.65705
S 1.37107 -2.14433 -4.17572
N -0.59117 -1.03501 -6.42788
C 0.31063 -0.03543 -6.81295
S 0.89770 1.52276 -7.29528
H 1.05211 -3.47333 -3.76177
C 1.52858 -3.06443 1.06567
C 1.27056 -1.59661 1.04072
O 1.01894 -1.32934 -0.32021
C 0.48746 -2.48210 -0.81553
O -0.10812 -2.56034 -1.87715
O 0.69643 -3.53972 0.02664
F 2.37191 -0.90695 1.41362
H 2.57040 -3.31533 0.83972
H 1.25822 -3.51805 2.02302
H 0.41157 -1.28159 1.64275
C 6.51700 -3.00255 6.59524
C 7.49942 -3.24360 5.46198
O 6.81252 -3.43243 4.21809
C 6.34461 -2.30372 3.63149
O 6.46342 -1.16741 4.06207
O 5.69163 -2.65524 2.49404
C 5.06206 -1.56247 1.82998
H 5.77259 -3.80393 6.63645
H 7.03806 -2.95029 7.55515
H 5.96751 -2.06690 6.45272
H 8.05807 -4.16566 5.65862
H 8.23334 -2.43342 5.38194
H 5.76945 -0.74825 1.64129
H 4.21320 -1.20715 2.42154
H 4.68716 -1.92070 0.86706
Mg -0.06086 3.36030 -6.06295
N -0.53191 -4.54028 5.15244
S -1.27357 -5.85130 5.59707
O -1.32299 -6.95318 4.64208
O -2.43147 -5.71149 6.47249
F -0.19780 -6.42369 6.63874
S -1.33686 -3.77110 4.04247
O -0.55974 -2.73576 3.36145
O -2.71532 -3.39157 4.32659
F -1.50655 -4.84470 2.87455
C -4.14651 6.90051 -3.57809
O -4.45406 8.06589 -4.33773
C -5.60819 8.74800 -3.83877
C -5.21433 9.96804 -3.00038
O -4.54665 9.57791 -1.79721
C -3.13375 9.72971 -1.88904
H -3.13447 6.57810 -3.84175
H -4.18028 7.09163 -2.50258
H -4.84660 6.10043 -3.83383
H -6.24968 8.06654 -3.26656
H -6.17727 9.09025 -4.70937
H -6.12306 10.49742 -2.70272
H -4.59662 10.66413 -3.58165
H -2.87109 10.78863 -1.80534
H -2.73839 9.32452 -2.82500
H -2.67614 9.18818 -1.05662
C -0.22905 -10.25712 5.09676
Cl -0.21192 -10.85723 3.42968
Cl -1.16210 -11.34415 6.13962
Cl 1.42351 -10.07405 5.70917
H -0.70986 -9.27559 5.10454
Cl 2.74056 -11.05145 4.25921
F -5.06855 -0.12035 -2.82930
Ca 1.24306 3.47008 -8.90168
*
```



A structure of composition C17H23CdN4O3, computed with ωB97M-V with the def2-TZVPD basis set.

Values from the calculation:
- gap between HOMO and LUMO (eV) = 5.564
- M (g/mol) = 443.8
- LUMO energy (eV) = 2.652
- energy above the lowest of the compared OMol25 structures with the same formula, charge and spin (kJ/mol) = 88.1

The geometry in ORCA input format:
```
! RIJCOSX wB97M-V def2-TZVPD def2/J DEFGRID3
* xyz -1 1
Cd 0.57047 -0.59818 -0.98616
O -2.03063 0.92782 -0.68206
C -3.18313 0.49862 -0.01196
C -2.94203 -0.05738 1.39054
C -1.84033 -1.12618 1.43874
C -2.08553 -2.27258 0.50354
C -2.81703 -3.38208 0.91964
C -3.00453 -4.44068 0.05014
C -2.43393 -4.36698 -1.21126
C -1.73293 -3.22198 -1.54306
N -1.57763 -2.19258 -0.72326
H -1.29533 1.16122 -0.05656
H -3.65123 -0.27068 -0.64066
H -3.89613 1.33992 0.06644
H -3.88893 -0.46358 1.75674
H -2.64473 0.76732 2.04304
H -1.77523 -1.50878 2.46024
H -0.88533 -0.65848 1.17924
H -3.22473 -3.42488 1.91864
H -3.56733 -5.31218 0.35154
H -2.52243 -5.18248 -1.91226
H -1.26783 -3.12338 -2.51446
N 3.24947 -0.88278 -0.66646
N 3.54787 -2.26368 -0.57816
C 2.50597 -3.20528 -0.22706
O 2.92977 -4.31448 0.07984
O 1.32447 -2.80888 -0.29276
H 3.97497 -0.42248 -1.21066
H 3.17417 -0.42468 0.24884
H 4.40757 -2.49608 -0.08216
C 1.96747 2.17122 2.43814
C 1.79927 2.86052 1.11414
C 2.29217 4.13142 0.94224
C 2.19877 4.79342 -0.27466
C 1.57607 4.14292 -1.32656
C 1.04827 2.87432 -1.20086
C 0.39197 2.26672 -2.40556
C 1.13027 2.16102 0.04764
N 0.59987 0.98262 0.33544
H 2.54897 2.78482 3.12704
H 2.47527 1.21512 2.30644
H 0.99857 1.95412 2.88544
H 2.78287 4.62672 1.77344
H 2.60227 5.78962 -0.39806
H 1.48257 4.66392 -2.27606
H 0.46087 2.94462 -3.25696
H -0.65873 2.04552 -2.21016
H 0.88547 1.31782 -2.68946
*
```